# C4H15N2OS

2 unconnected molecules or ions with the total composition C4H15N2OS at a distorted geometry (wB97M-V/def2-TZVPD, the Open Molecules 2025 dataset).

Last column: natural (NBO) charge in e.
Positions of all 23 atoms, in Å:
1 N -1.11723 0.36335 -0.40453  -0.69
2 C -0.04855 -0.51570 -0.96872  -0.07
3 C 1.25545 0.20794 -1.21953  -0.58
4 S 1.13709 1.49595 -2.48561  -0.04
5 C 0.22316 -1.70081 0.05720  -0.24
6 N -0.42403 -1.49929 1.32990  -0.67
7 C 0.47261 -1.01942 2.38645  -0.42
8 H -2.03435 -0.01577 -0.61408  0.44
9 H -0.99483 1.35521 -0.64837  0.47
10 H -1.06041 0.38030 0.59065  0.45
11 H -0.50941 -0.88338 -1.87430  0.22
12 H 1.81617 0.54871 -0.34588  0.25
13 H 1.96587 -0.56241 -1.52668  0.26
14 H 1.49876 0.82963 -3.59327  0.16
15 H -0.22567 -2.55565 -0.45004  0.22
16 H 1.29116 -1.90225 0.13847  0.21
17 H -1.01935 -2.25685 1.62209  0.40
18 H -0.08155 -0.75349 3.28206  0.22
19 H 1.03873 -0.15180 2.04980  0.19
20 H 1.17725 -1.81008 2.66561  0.20
21 H -0.82273 3.67587 -0.42996  0.49
22 H -2.12158 3.66905 0.37436  0.50
23 O -1.41655 3.10088 0.06438  -0.98

Atoms 1-3, force components in eV/Å:
N 0.705 0.495 -0.592
C 0.495 -0.362 1.437
C 0.595 -0.546 -0.872

The energy relative to the best compared isomer or geometry (same formula, charge and spin) is 11.9 kcal per mole. Its total charge is +1. Its total energy is -744.09442 a.u. The calculation puts the HOMO-LUMO gap at 0.36791 Ha.